Run w
This record from the OMol25 dataset describes a molecular structure, C3H7N3O. The level of theory is the ωB97M-V functional and the def2-TZVPD basis.

XYZ file:
```
14
Properties=species:S:1:pos:R:3
C -0.538 -1.529 -0.302
N -0.595 0.915 -0.653
C 0.311 -0.144 -0.603
C 0.999 0.035 1.305
N -0.114 2.216 -0.939
N 0.807 -0.343 2.403
O 1.247 -0.187 -1.398
H -1.415 0.911 -0.061
H 0.447 2.554 -0.154
H 0.523 2.112 -1.727
H 0.530 -1.100 3.007
H -1.149 -1.629 -1.206
H 0.166 -2.362 -0.218
H -1.219 -1.450 0.545
```

HOMO level = -9.10 eV

***

Run x
This record from the OMol25 dataset describes 2 unconnected molecules or ions with the total composition C3H7N3O. The level of theory is the ωB97M-V functional and the def2-TZVPD basis.

XYZ file:
```
14
Properties=species:S:1:pos:R:3
C -0.747 -1.111 0.960
C -0.428 -0.665 2.319
C 1.021 0.468 -2.289
N -0.556 1.938 0.336
N -0.330 1.477 -0.664
N -0.191 1.058 -1.757
O 0.036 -1.141 0.051
H -1.800 -1.342 0.795
H -1.194 -1.188 3.002
H -0.448 0.520 2.314
H 0.526 -1.077 2.346
H 1.230 -0.311 -1.673
H 0.977 0.132 -3.338
H 1.905 1.241 -2.403
```

HOMO level = -9.34 eV

***

Result of the stability comparison: run w is the most stable of them.

***

Run w
This record from the OMol25 dataset describes C3H7N3O in the gas phase. The level of theory is the ωB97M-V functional and the def2-TZVPD basis.

XYZ file:
```
14
Properties=species:S:1:pos:R:3
H 3.915 0.301 0.114
N 3.052 -0.015 0.550
C 2.055 0.379 -0.128
N 0.767 0.053 0.269
C -0.326 0.797 -0.159
O -0.207 1.784 -0.859
N -1.549 0.335 0.326
C -1.979 -1.022 -0.012
H 2.079 0.964 -1.044
H 0.703 -0.462 1.135
H -2.249 1.028 0.092
H -1.153 -1.709 0.154
H -2.296 -1.102 -1.060
H -2.811 -1.330 0.623
```

SMILES string = [H]/N=C/NC(=O)NC
HOMO level = -9.85 eV

***

Run x
This record from the OMol25 dataset describes C3H7N3O in the gas phase. The level of theory is the ωB97M-V functional and the def2-TZVPD basis.

XYZ file:
```
14
Properties=species:S:1:pos:R:3
H 0.950 -0.529 2.155
N 1.148 0.158 1.492
C 0.475 0.010 0.452
N -0.757 -0.692 0.308
N -0.686 -1.857 1.070
C 0.853 0.823 -0.768
C -0.227 1.723 -1.177
O -0.007 0.413 -1.764
H -0.945 -0.712 -0.726
H -1.576 -2.185 1.543
H -0.046 -2.610 0.508
H 1.992 1.120 -0.809
H -1.182 1.758 -0.570
H 0.006 2.579 -1.714
```

SMILES string = [H]/N=C(\NN)[C@@H]1CO1
HOMO level = -9.04 eV

***

Run y
This record from the OMol25 dataset describes C3H7N3O in the gas phase. The level of theory is the ωB97M-V functional and the def2-TZVPD basis.

XYZ file:
```
14
Properties=species:S:1:pos:R:3
C 0.120 -1.385 -1.526
N -0.616 -0.144 -1.539
C -0.698 0.525 -0.465
N -1.548 1.516 -0.129
C 0.282 0.513 1.048
N 1.433 -0.086 1.469
O -0.199 1.292 1.872
H -0.589 -2.222 -1.608
H 0.670 -1.502 -0.582
H 0.821 -1.468 -2.366
H -1.309 1.743 0.885
H -2.488 1.524 -0.513
H 2.018 -0.730 0.970
H 1.772 0.240 2.376
```

SMILES string = C/N=C(/N)C(N)=O
HOMO level = -8.79 eV

***

Run z
This record from the OMol25 dataset describes C3H7N3O in the gas phase. The level of theory is the ωB97M-V functional and the def2-TZVPD basis.

XYZ file:
```
14
Properties=species:S:1:pos:R:3
H -0.389 0.900 -1.536
N -0.396 0.018 -0.974
C -0.092 0.041 0.212
N 0.385 -1.066 0.941
N 0.571 -2.218 0.287
C 0.671 -2.492 -0.935
O 0.215 1.240 1.035
C -0.511 2.340 0.575
H 0.497 -1.144 2.004
H 0.183 -1.996 -1.894
H 1.003 -3.557 -1.272
H -0.191 2.672 -0.437
H -1.671 2.336 0.552
H -0.275 2.928 1.444
```

SMILES string = [H]/N=C(/NN=C)OC
HOMO level = -9.06 eV

***

Result of the stability comparison: run w is the most stable of them.

***

Run w
This record from the OMol25 dataset describes C3H7N3O in the gas phase. The level of theory is the ωB97M-V functional and the def2-TZVPD basis.

XYZ file:
```
14
Properties=species:S:1:pos:R:3
H 2.720 -1.650 -0.443
N 1.989 -0.940 -0.244
N 0.871 -1.464 -0.229
C -0.421 -0.605 0.076
C -1.190 -1.112 1.027
C -0.361 0.661 -0.697
N 0.709 1.518 -0.388
O -1.769 1.216 -0.301
H -0.929 -2.051 1.491
H -2.065 -0.588 1.370
H -0.450 0.483 -1.771
H 1.520 1.337 -0.969
H 1.013 1.453 0.581
H -1.638 1.744 0.498
```

SMILES string = [H]/N=N/C(=C)[C@H](N)O
HOMO level = -8.56 eV

***

Run x
This record from the OMol25 dataset describes a molecular structure, C3H7N3O. The level of theory is the ωB97M-V functional and the def2-TZVPD basis.

XYZ file:
```
14
Properties=species:S:1:pos:R:3
C 1.377 0.942 -0.712
N 0.664 -0.097 -1.205
C 0.219 -0.574 0.008
N 0.389 -1.880 0.352
C -1.109 -0.039 0.552
O -1.629 -0.587 1.509
N -1.639 1.019 -0.108
H 2.293 0.756 -0.142
H 0.802 0.600 0.650
H 1.413 1.887 -1.272
H -0.150 -2.226 1.135
H 1.241 -2.349 0.097
H -1.310 1.234 -1.036
H -2.561 1.315 0.173
```

HOMO level (alpha / beta) = -8.75 / -8.75 eV

***

Run y
This record from the OMol25 dataset describes C3H7N3O in the gas phase. The level of theory is the ωB97M-V functional and the def2-TZVPD basis.

XYZ file:
```
14
Properties=species:S:1:pos:R:3
C 2.295 -0.112 0.076
C 0.301 1.922 -0.219
C -0.706 -1.486 0.432
N 1.452 -0.935 -0.487
N 0.529 0.718 0.567
N 0.114 -0.491 -0.165
O 3.466 0.065 0.212
H -0.341 2.591 0.420
H 1.269 2.307 -0.276
H -0.229 1.607 -1.224
H -0.480 -1.707 1.538
H -1.752 -1.124 0.518
H -0.614 -2.465 -0.018
H 1.660 -1.806 -0.868
```

HOMO level = -8.61 eV

***

Run z
This record from the OMol25 dataset describes C3H7N3O in the gas phase. The level of theory is the ωB97M-V functional and the def2-TZVPD basis.

XYZ file:
```
14
Properties=species:S:1:pos:R:3
H 2.578 -1.072 2.915
N 1.622 -0.856 2.653
C 1.627 -0.137 1.608
N 0.403 0.247 1.081
C 0.284 0.350 -0.304
O 1.229 0.645 -1.015
N -0.961 0.012 -0.752
C -1.309 0.203 -2.139
H 2.496 0.224 1.049
H -0.376 -0.121 1.613
H -1.711 -0.086 -0.084
H -0.399 0.097 -2.731
H -1.732 1.199 -2.311
H -2.031 -0.558 -2.444
```

SMILES string = [H]/N=C/NC(=O)NC
HOMO level = -9.72 eV

***

Result of the stability comparison: run z is the most stable of them.